144
Properties=species:S:1:pos:R:3:forces:R:3 method="wB97M-V/def2-TZVPD" de_lowest_kcal_mol=0.0 gap_ev=9.6
H 1.291 3.451 -4.232 0.1833 -0.2991 0.4128
O -2.636 3.686 3.367 0.4166 0.0904 -0.1183
H -0.799 3.296 4.190 0.4226 -0.1922 -0.2281
O 1.538 3.809 -0.002 -0.4673 0.1064 -0.0454
H -3.865 -0.024 1.274 -0.0190 -0.1815 -0.2520
C 4.609 0.552 -1.502 0.7665 -0.1918 0.1580
H 2.711 -4.705 1.869 0.0948 0.0596 0.0526
C -0.836 0.829 0.702 -0.9045 -0.3348 -0.6976
C -1.261 4.315 -3.978 -0.3142 0.1569 0.3422
C -0.050 -0.417 1.059 0.2454 -0.2631 0.3928
O -5.792 0.767 1.179 0.2949 0.0559 0.1582
H -3.687 3.466 1.926 -0.3266 -0.3278 -0.2099
O -1.339 0.947 -3.190 -0.0891 0.1359 0.0668
H -1.557 1.057 1.490 0.3044 0.1763 0.2374
H -0.252 1.706 0.419 0.2507 -0.0859 0.2310
H 5.124 -4.873 -0.023 0.0567 -0.2222 0.1482
H 3.640 -2.871 -0.133 0.0008 -0.3289 -0.1982
H 1.001 -0.803 -4.801 -0.1502 -0.4472 0.0508
H 6.130 1.565 -0.829 0.0734 -0.0869 -0.0462
C -0.742 -5.269 2.016 -0.2563 -0.4051 -0.1291
H -2.120 1.150 -5.668 0.0378 0.0207 -0.0612
C 2.109 2.009 3.014 -0.0456 0.4418 -0.0547
H -1.987 -0.593 -5.389 -0.0239 0.0476 0.1802
H -0.273 -1.431 -3.646 -0.0183 -0.1700 -0.3116
C -4.082 2.563 -1.110 0.8735 0.3537 -0.5147
H 1.451 -0.342 -0.508 -0.0580 0.0637 0.0610
H -1.364 3.303 -4.375 0.2786 0.0641 -0.2059
H -3.527 -5.045 2.258 0.3273 0.0310 0.3313
H 0.043 -1.296 -0.937 -0.1853 0.1461 0.1125
H -0.866 4.752 3.154 0.1241 0.0183 0.1355
C -3.370 4.853 -0.272 0.7685 -0.2562 0.0892
H -2.373 2.981 0.152 0.0866 0.0624 -0.1490
O 0.996 -5.077 -1.011 0.2994 0.8085 0.0753
H 4.990 1.678 3.519 -0.1738 0.0265 0.0970
H -0.233 5.366 -2.425 -0.1536 -0.2103 0.4185
H 4.185 0.459 -0.493 -0.3111 0.2046 -0.1094
H -0.015 4.949 0.930 -0.0309 -0.3898 -0.2454
H 0.969 5.782 -0.288 -0.0294 0.0264 0.0527
H 1.022 3.576 -0.800 0.0059 -0.3638 0.2227
H -3.984 -1.328 -3.299 -0.0720 -0.0974 0.0950
C 1.266 -4.282 -2.175 0.5226 -0.0998 -0.2087
H -2.755 -3.422 2.224 -0.1588 -0.0071 0.0624
H 4.858 -0.785 -3.189 0.1166 -0.1335 0.0187
C -1.416 0.331 -5.519 0.0232 -0.1957 -0.3434
C -2.614 0.669 4.655 -0.4450 0.0132 0.0323
C 4.000 1.742 -2.230 -0.2942 -0.6681 0.1180
H 3.432 -1.114 -2.178 0.0340 -0.1236 -0.0751
H -2.057 -5.764 0.350 -0.1934 -0.1874 0.4145
C 0.340 -0.586 -3.957 0.5713 0.5575 -0.0878
C -3.389 3.353 -0.007 -1.0200 0.0700 -0.2301
O -2.542 -1.652 4.016 0.3965 -0.1008 -0.6993
H 2.938 0.903 1.422 -0.0653 -0.2045 0.0841
C 0.708 -1.038 -0.106 0.2683 0.2786 -0.4081
H 0.638 -0.158 1.872 0.1660 -0.0558 -0.1362
C -1.200 3.718 3.270 -0.6206 0.5514 0.2226
O 6.021 0.742 -1.323 0.0237 0.2235 0.0352
C -3.266 -1.767 -1.476 0.4696 -0.5782 -2.0187
H 1.668 -4.806 -0.335 -0.5659 -0.4271 -0.1533
H -3.688 2.860 -2.088 0.1933 -0.1444 0.0533
H -5.333 1.618 1.322 -0.2040 -0.1956 -0.2093
C 0.086 -4.379 -3.116 0.2389 0.1167 -0.7191
H -2.054 -2.227 6.480 0.0642 0.0056 0.0169
O -0.298 3.342 -1.948 -0.1324 0.5092 0.1413
C 3.795 -3.396 0.808 -0.8779 -0.6931 1.8378
O -4.165 3.087 1.158 0.2632 0.1879 0.7135
C -1.794 -4.899 0.972 0.5324 0.1107 -0.0310
O 2.681 -4.321 0.989 -0.2307 0.4578 -0.8593
H -2.842 -2.691 -1.880 0.0597 -0.1946 0.6832
H -0.823 0.188 -6.425 0.0024 0.1422 0.0013
H -0.967 -0.653 4.944 0.0275 -0.0972 -0.2301
H -2.012 0.245 -3.044 0.1691 0.3534 -0.0903
C 4.513 0.997 2.807 0.3933 0.3561 0.7288
O -1.267 -3.937 0.050 -0.2961 0.5637 -0.0345
H 3.354 -4.740 -2.001 0.1500 -0.4842 -0.0292
H 2.348 -5.776 -3.172 0.6115 -0.3174 0.4345
H -5.147 2.781 -1.158 -0.0893 -0.1485 0.3782
H 4.215 2.657 -1.678 -0.2274 0.0292 0.0568
H -3.755 -4.089 0.868 0.1214 0.4845 0.0801
H -2.254 4.569 -3.600 0.1092 0.0365 0.2804
H -0.029 -5.988 1.608 0.1184 0.1191 0.0507
H -1.042 5.041 -4.760 0.0304 -0.2024 -0.1704
H 2.928 3.133 0.985 0.2179 0.0255 -0.2709
H 5.309 0.730 2.110 -0.2684 0.0517 -0.3316
H -4.219 -2.004 -1.009 0.0423 0.4557 0.2502
H -0.800 2.606 -2.332 0.0144 -0.3302 -0.0160
H -0.776 -3.799 -2.790 -0.0192 -0.1138 0.2396
C 0.987 5.016 0.493 0.4803 0.4766 0.2249
C 1.210 4.328 -3.586 -0.5213 0.5595 -0.8862
H 3.768 -2.877 2.915 0.0544 0.0641 0.0504
H 1.310 2.310 2.329 0.0490 0.0711 -0.0230
H 1.404 -3.219 -1.933 -0.1307 -0.0307 0.3738
O 3.738 2.759 1.377 -0.0096 -0.0044 0.5043
H -1.484 0.614 -0.160 0.1647 -0.0038 -0.0886
H -2.034 -1.582 3.171 -0.3010 0.2317 0.7455
O -0.918 -1.405 1.633 -0.1651 0.0541 -0.2587
C 3.316 1.638 2.152 -0.4223 -0.5433 -1.0659
C 5.048 -4.243 0.859 0.7386 1.4057 -0.2365
H 5.056 -1.506 -1.548 0.0361 -0.2107 -0.2365
H 2.073 4.466 -2.939 -0.1087 -0.3316 0.2411
H -1.252 -5.729 2.864 0.1711 -0.0668 0.0645
C -2.065 -0.704 4.957 0.3801 -0.3314 0.4839
C -0.168 4.387 -2.909 0.4240 -0.1522 -0.8694
H -2.394 0.910 3.615 -0.0484 0.2448 0.0428
H 2.937 -4.220 -3.637 -0.1359 0.3087 0.1532
H -2.118 -0.576 7.133 -0.0378 0.0310 -0.0292
H -2.232 1.446 5.319 0.2481 -0.0509 -0.0466
H -2.559 5.091 -0.949 0.1635 -0.0010 -0.4431
H -0.222 -4.376 2.364 -0.0311 0.0538 -0.0431
H 1.670 1.218 3.623 0.3944 -0.2080 0.0469
H 4.232 0.088 3.339 -0.1069 0.0621 0.0662
H -4.811 -0.270 2.701 -0.2298 -0.3418 0.0147
H 1.232 -1.961 0.148 -0.0711 0.0210 0.3644
H -1.121 -2.066 0.951 0.0407 -0.2562 0.1194
H -3.097 5.368 0.652 -0.4057 0.1579 0.0454
H 4.372 1.858 -3.249 0.1443 -0.1782 0.0170
C -2.464 -1.229 6.331 -0.1704 0.0404 -0.2395
C -0.529 0.605 -4.324 -0.4761 -0.3966 0.6001
H -5.225 -1.190 1.199 0.0540 -0.1275 0.1527
H 0.393 -3.962 -4.080 -0.0614 0.0449 0.0130
H 2.788 -1.780 1.905 -0.2484 -0.3130 -0.0274
H 0.092 1.481 -4.528 0.0253 -0.0297 0.0919
H -3.879 1.504 -0.966 -0.3541 -0.1096 -0.0957
H -3.553 -1.313 6.369 -0.0039 0.0538 0.1055
H 2.923 1.561 -2.279 -0.0843 0.3860 -0.0099
H 0.990 -0.341 -3.113 -0.0796 0.1096 0.0077
O -3.394 -0.923 -2.659 -0.0921 0.3955 0.6361
H 5.895 -3.544 0.885 0.1306 -0.2389 -0.2851
H -4.299 5.211 -0.708 -0.1519 0.0659 0.2677
C 2.589 -4.789 -2.770 -1.0045 0.2194 -0.6550
H -2.870 4.102 4.201 -0.1629 -0.0137 -0.0469
H 1.235 5.149 -4.313 0.1007 0.1366 0.1785
C -4.887 -0.242 1.610 0.1255 0.7410 0.0893
H 2.321 2.878 3.641 0.1266 -0.0992 0.1225
C 3.699 -2.376 1.948 0.5075 0.3352 -0.6093
H 4.498 -1.637 1.850 0.1913 -0.2045 0.1699
H -0.217 -5.408 -3.317 0.0457 -0.0653 0.2515
H -3.698 0.659 4.794 -0.0190 0.0047 -0.1926
C -3.013 -4.304 1.644 -0.5265 -0.4152 -0.9154
H -0.542 -4.354 -0.458 0.0708 -0.0590 0.3749
H -0.890 3.190 2.373 -0.1073 -0.3256 0.1629
H 5.139 -4.797 1.793 -0.3407 -0.2425 -0.0797
H 1.652 5.361 1.287 -0.0251 0.0607 -0.0572
H -2.518 -1.289 -0.854 -0.3253 0.0300 0.3449
C 4.484 -0.817 -2.167 -0.4336 0.7463 0.1859

***

180
Properties=species:S:1:pos:R:3:forces:R:3 method="wB97M-V/def2-TZVPD" gap_ev=9.6
H -7.450 0.682 -3.640 0.4459 -0.3882 0.0155
H -0.404 2.164 -7.391 -0.2239 -0.1322 0.1061
H -5.762 4.311 2.885 -0.1113 -0.7667 0.1182
Cl 3.958 5.084 -1.492 0.0083 -0.2007 -0.4520
H 1.253 2.852 -5.522 -0.3744 0.2987 -0.0456
H -1.858 4.259 -0.775 0.4507 0.1743 -0.1815
H 2.774 -6.628 -1.809 0.1018 -0.0379 0.0721
H 4.818 -0.763 -3.936 0.1640 -0.1218 0.1493
H -3.115 2.264 0.254 0.2718 0.1741 0.1749
H 0.615 -4.043 -2.652 -0.2452 0.7199 0.1808
O -7.443 -1.379 -0.885 0.0168 0.1198 0.4934
H 5.878 -1.467 -0.254 0.6547 0.3867 0.2486
Cl 3.485 4.319 1.179 0.0040 -0.3959 0.5861
H -1.839 6.125 1.983 -0.1127 0.1577 0.0254
H 1.204 1.637 -9.386 0.6125 0.2623 -0.1119
H 1.932 -0.238 -7.783 0.1258 -0.0736 -0.0816
H 1.185 1.895 3.306 0.2297 -0.0244 0.7154
H 4.355 -1.374 -1.509 -0.0580 0.0152 -0.8537
H 1.056 -2.343 -6.394 -0.0057 0.1060 -0.1248
H 3.658 -2.100 -3.671 -0.1248 0.0546 -0.6134
O 0.559 1.844 0.220 0.4510 0.2714 0.5805
C -1.908 2.264 7.713 0.2144 0.8603 1.9357
O -6.782 -2.310 -4.098 0.6173 1.1001 0.2295
H -8.681 -2.865 1.327 -0.0619 0.0143 0.0856
Cl -0.770 -4.385 0.504 -0.1874 0.1708 -0.5617
O -0.796 3.869 1.271 -0.7608 0.2356 0.2159
C 2.990 0.284 2.976 0.4288 -0.0413 -0.6315
C -4.012 3.042 3.359 0.1375 0.6566 -0.7756
H 3.580 1.146 2.661 0.0391 0.2208 0.5803
H -4.529 5.145 3.644 0.8385 0.1216 -0.1246
C 3.519 3.711 -0.471 -0.2445 -0.3023 -0.0865
H 2.044 -0.490 -0.157 -0.3240 0.1801 -0.1184
H -2.482 1.641 8.406 -0.0240 -0.7336 -0.5742
O -0.065 -0.638 -0.092 -0.3705 0.9654 -0.4484
H -5.421 -3.757 -3.291 0.1347 0.6353 -0.0065
H -6.247 -2.928 -0.384 0.7520 -0.0061 0.3105
H 1.779 4.462 -6.230 -0.4060 0.0204 0.1845
H 2.683 -1.015 -1.707 0.2741 0.2780 -0.7375
C -1.628 -3.541 -0.864 0.6289 -0.6065 0.7270
H 1.376 -1.619 0.958 -0.1629 -0.2967 -0.0677
C -0.229 -0.698 8.167 -0.4172 -0.3800 0.4665
O -4.264 4.704 1.595 0.6928 -0.1318 -0.1623
H -0.655 1.081 -8.742 0.1814 -0.2621 -0.0634
O 0.727 -3.091 -5.883 -0.4514 -0.4142 -0.0068
H 2.447 0.406 3.910 0.1152 0.1824 -0.0782
C -7.340 0.715 -4.723 -1.6329 0.2732 -0.6382
H 2.988 -0.413 -5.249 -0.0923 0.0503 -0.1463
O 3.830 -0.875 3.120 1.0812 -0.0002 -0.1825
H 4.318 -4.641 -0.996 0.1063 -0.0141 0.0599
C 3.816 -1.021 -3.594 -0.0978 -0.0942 1.4242
C 3.259 -4.563 -1.258 0.7667 -0.4487 0.6468
H -6.053 -2.246 2.069 0.1223 -0.0262 -0.0650
H 3.021 -3.680 0.455 -0.0203 0.1696 0.1695
H 7.942 -0.048 3.686 -0.0156 -0.0859 0.0337
C 0.256 0.177 -6.932 0.3178 0.4859 -0.5114
H 2.101 4.499 -3.828 -0.2004 -0.4689 0.3842
C 5.146 -0.867 0.289 -1.0305 -0.8243 0.3125
H 7.476 1.603 3.370 -0.1822 0.1830 0.2000
H 2.049 -2.905 -4.325 0.0308 -0.3853 0.0550
O 3.141 2.711 -3.709 0.1726 -0.0807 0.5644
H 2.928 -1.050 7.133 -0.0701 -0.2696 0.0947
C 2.643 -5.941 -0.975 -0.2679 0.8503 -0.0874
Cl -2.890 4.399 -2.867 -0.5071 -0.3079 -0.4989
O -5.126 -0.598 -3.191 -0.8874 -0.8873 -0.8202
H 1.356 -2.036 -0.770 -0.4207 0.3830 0.1164
H 7.536 0.951 5.052 -0.4441 0.1745 0.0231
H -0.172 0.987 -3.999 -0.3280 0.4234 -0.1708
H -3.030 5.534 -0.772 -0.2645 0.0117 -0.3947
H 3.172 -5.894 0.898 -0.0202 -0.1092 0.1759
H 1.755 -4.924 2.435 0.4067 -0.6854 0.5737
H 2.241 -5.561 8.215 0.1474 -0.0927 -0.1982
H -1.003 2.518 8.272 0.1203 0.1183 -0.1576
Cl -1.051 6.341 -1.745 -0.2595 -0.6033 0.3039
H 0.808 4.634 2.313 -0.0903 0.1409 0.3134
C -2.603 1.304 0.331 -0.5007 0.1248 -0.4389
H -3.464 0.496 -4.034 -0.2292 -0.6172 -0.2474
P 5.426 -0.827 2.895 0.5190 -0.6067 0.9886
O 0.383 0.763 -2.113 -0.7440 -0.3141 2.0082
C 3.568 -1.527 6.391 0.3858 0.7118 -0.0887
C 7.271 0.749 4.016 1.1991 -0.5402 -0.6829
O -1.114 5.530 3.848 -0.2626 0.1029 0.5037
O 3.973 0.628 -1.869 -0.1320 0.1039 0.2293
C 2.778 3.869 -4.408 -0.6881 0.6612 -1.4169
H 3.632 1.125 -2.625 -0.1709 0.1830 0.3628
O 2.652 -3.555 -0.424 0.5154 -0.6090 -0.5757
H 0.627 0.660 -6.026 -0.1762 -0.2931 0.3148
O -1.115 -3.913 -3.796 -0.1606 0.0237 0.5289
H -1.362 -4.136 -4.698 0.0650 0.1438 -0.0902
H -0.424 1.903 2.885 -0.5568 -0.0340 0.4214
H -0.315 6.881 2.559 -0.2906 0.1897 0.2044
C -4.101 0.362 -3.159 0.8308 1.1178 1.1612
H 2.541 3.301 -0.714 -0.0907 0.4342 -0.1012
P -0.128 1.074 6.236 0.1789 0.5613 -1.2774
H -4.315 2.613 4.312 -0.2973 0.6704 0.1781
C -6.918 -2.002 1.447 1.0034 -0.3753 0.3372
H 3.586 4.572 -4.631 0.5586 -0.4781 0.0548
C -6.469 -3.565 -3.525 0.0193 -1.3491 0.0629
H -5.640 -1.206 -0.063 0.3679 -0.4347 -0.0301
H 1.578 -5.766 -0.795 -0.1719 -0.1607 -0.2653
H 0.718 -1.177 8.413 0.1051 0.0868 -0.2786
H 0.750 -3.729 3.123 -0.1027 -0.0513 0.4184
O -4.574 -1.958 -5.347 -0.1012 0.4982 0.2001
O -6.425 -0.179 -5.336 1.0352 -0.3148 0.4798
C -0.907 5.965 2.533 0.8304 -0.8970 -0.4412
H -8.266 -1.860 -0.757 -0.0065 -0.0672 -0.1130
H 2.014 -3.833 8.182 0.0253 0.1552 -0.1471
H -0.214 3.145 0.975 0.2149 0.1567 -0.0494
H 4.007 -0.717 5.807 -0.0130 -0.1310 -0.1853
H -4.323 2.291 2.626 0.4982 -0.2073 -0.2470
C 2.118 -4.712 7.544 -0.1491 0.0994 0.5300
O 1.995 -4.573 4.552 0.6573 0.4609 0.5732
P -5.616 -1.307 -4.548 -0.2821 -0.1335 -0.0862
O 1.285 1.795 -8.441 -0.4627 -0.6380 -0.6170
H 3.288 -4.241 -2.298 -0.7464 0.0537 -0.0454
H -4.721 5.518 1.368 0.0518 0.0167 -0.0505
O 1.008 1.879 6.746 -1.1074 -0.9793 0.0967
O -7.830 -3.060 1.730 -0.1515 0.6016 -0.3117
H 4.211 2.879 -0.583 0.3342 0.3707 0.1022
C -4.666 4.352 2.902 -1.5933 0.0560 1.2771
H -3.485 0.136 -2.288 0.2851 -0.2923 -0.2785
H -7.054 -3.741 -2.623 -0.0549 0.3915 0.0153
O -1.593 1.720 6.463 0.3421 -0.2012 -0.5707
H -6.728 -4.361 -4.225 -0.1645 0.1743 -0.1642
H -2.498 3.182 7.690 0.1118 0.0450 -0.8561
H 2.496 2.506 -7.327 0.2281 0.1055 0.0489
C -0.046 4.990 1.734 0.2664 0.1313 -0.2792
C -2.274 5.056 -1.387 0.6155 0.6375 0.8301
C 1.246 -1.226 -0.051 0.1886 -0.0433 1.0408
O 6.091 -2.116 3.168 -0.6117 1.1052 -0.8487
O 1.232 -0.766 -7.381 -0.2380 0.3265 -0.0910
Cl -3.013 -2.683 -0.187 0.0966 0.1083 -0.4482
P -0.161 0.868 -0.594 -0.4888 -0.7527 -2.1078
H 0.676 -4.882 -4.124 -0.1387 -0.2200 -0.0823
H -1.038 -1.386 8.413 0.0681 -0.0883 -0.0635
H 4.394 -2.065 6.855 -0.1371 -0.1226 0.0977
H -3.382 0.550 0.217 0.2391 -0.2542 0.1068
O 3.295 -4.607 6.738 -0.4732 0.3608 -0.8885
O 5.933 0.335 3.889 -1.6169 -0.1918 -0.5978
H -0.682 -0.356 -6.785 0.0698 0.0018 0.3069
O -0.355 -0.423 6.771 0.7315 0.8195 -0.5348
H 0.770 2.363 -3.321 0.1854 -0.3288 -0.2035
H -7.203 1.751 -5.035 0.7835 -0.0973 0.0100
O 4.519 -3.995 4.559 -0.9091 -0.0846 0.8809
H 0.717 -1.852 -4.199 -0.5355 -0.0115 -0.0356
C 0.970 -2.868 -4.521 0.7066 0.4300 1.0318
C -6.447 -1.933 0.015 -1.4015 0.3148 -0.7959
C -0.034 1.645 -3.143 0.7062 0.7381 -0.3109
H -0.359 0.162 8.823 0.1373 0.2535 -0.2901
H 2.311 0.147 2.133 -0.2215 -0.3579 0.2476
H -4.485 1.355 -2.908 -0.4905 -0.0387 -0.2836
H -0.881 2.287 -2.900 -0.4475 -0.6074 0.0775
O -0.083 0.869 4.626 -0.3582 -0.6013 1.9891
H -2.265 3.378 2.534 0.2642 0.0191 0.0165
O 3.008 2.856 -6.582 -0.0235 -0.1177 0.2849
H 1.202 -4.848 6.970 0.1502 0.0077 -0.2113
P 3.259 -3.872 5.309 0.5241 -0.4151 -0.9729
H 4.408 -1.613 0.602 -0.2043 -0.0054 -0.0023
O -2.601 3.241 3.440 -0.5149 -0.5533 -0.4847
C 0.033 1.320 -7.930 -0.2977 0.2678 0.6306
O 2.873 -0.209 -4.316 0.2019 -0.4464 0.2917
O -1.715 1.195 -0.807 0.8950 -0.5556 0.5399
H -0.887 -2.890 -1.317 -0.3624 0.3554 0.1612
C 0.290 -3.951 -3.688 0.5667 -0.5812 -1.4811
H -7.204 -0.996 1.765 -0.6656 -0.1065 0.0543
C 1.749 -4.161 3.214 -0.6506 1.2594 -0.7077
H 3.386 1.992 -4.307 -0.1246 0.3093 -0.4882
O 3.213 -6.530 0.178 0.1922 -0.1188 -0.1423
H 0.087 2.948 4.236 -0.0816 -0.1148 0.1500
C 3.674 -0.736 -2.075 -0.2231 -0.1615 -2.3966
H 4.637 -0.195 -0.401 0.9305 0.4077 1.3026
H 0.383 5.546 0.894 -0.0929 -0.0783 -0.2605
H -8.299 0.468 -5.185 -0.1985 -0.0953 0.3967
C 0.200 1.969 3.774 0.3083 0.4711 -1.2037
O 2.775 -2.354 5.540 -0.3720 -1.2238 0.2071
H -1.925 -4.295 -1.585 -0.2381 0.1093 0.1709
H 2.415 -3.356 2.898 0.3239 -0.0724 0.1244
H -2.094 1.199 1.288 0.0585 0.0157 -0.0522
H -1.700 4.751 3.856 0.1096 0.2369 -0.0563
C 2.079 3.537 -5.735 0.9531 -0.2027 0.2867
O 5.617 -0.190 1.433 0.5235 0.4402 0.7686

***

| no. | calculated total energy (eV) |
| --- | --- |
| 1 | -65479.8685 |
| 2 | -232158.6644 |